[1]
Formula: C20H43IN2O3
Source: OMol25
Level of theory: ωB97M-V/def2-TZVPD

Its structure (SMILES) is CCCCC[C@@H]1OC(=O)O[C@@H]1I.CCN(CC)CC.CCN(CC)CC. As for the calculated total energy: -38659.95342 eV. The calculation puts the gap between HOMO and LUMO at 8.2 eV. As for the HOMO energy: -0.290 hartree.

ORCA input file:
```
! RIJCOSX wB97M-V def2-TZVPD def2/J DEFGRID3
* xyz 0 1
C -0.486 1.105 5.667
C -1.760 0.580 4.976
C -1.598 0.214 3.485
C -2.514 0.953 2.482
C -1.812 1.409 1.187
C -1.666 2.885 0.849
O -0.807 2.935 -0.341
C 0.466 3.019 0.097
O 1.426 2.720 -0.509
O 0.484 3.490 1.373
C -0.850 3.846 1.709
I -1.108 3.850 3.804
H -0.657 2.050 6.187
H 0.316 1.283 4.947
H -0.111 0.394 6.406
H -2.096 -0.312 5.511
H -2.569 1.309 5.084
H -0.552 0.344 3.187
H -1.795 -0.856 3.377
H -3.297 0.256 2.173
H -3.036 1.780 2.969
H -0.818 0.952 1.125
H -2.367 1.013 0.333
H -2.620 3.335 0.571
H -1.053 4.874 1.415
C -2.357 -2.308 -1.975
C -2.793 -2.082 -3.415
N -3.455 -0.804 -3.615
C -4.139 -0.695 -4.892
C -3.291 -0.726 -6.169
C -2.704 0.366 -3.189
C -1.323 0.604 -3.809
H -3.200 -2.175 -1.294
H -1.976 -3.323 -1.859
H -1.560 -1.626 -1.674
H -3.514 -2.855 -3.692
H -1.921 -2.226 -4.073
H -4.726 0.227 -4.874
H -4.861 -1.516 -4.937
H -2.729 0.196 -6.312
H -3.940 -0.853 -7.037
H -2.584 -1.556 -6.164
H -2.590 0.307 -2.103
H -3.335 1.240 -3.366
H -0.734 -0.314 -3.849
H -0.767 1.321 -3.202
H -1.388 1.007 -4.818
C 3.451 1.106 1.527
C 3.948 -0.287 1.875
N 3.369 -1.314 1.024
C 3.603 -2.666 1.498
C 5.047 -3.182 1.526
C 3.509 -1.101 -0.409
C 4.928 -0.937 -0.969
H 2.361 1.127 1.513
H 3.798 1.826 2.270
H 3.802 1.447 0.554
H 3.653 -0.530 2.900
H 5.051 -0.286 1.868
H 2.995 -3.340 0.888
H 3.198 -2.722 2.514
H 5.427 -3.391 0.526
H 5.095 -4.111 2.097
H 5.721 -2.468 2.002
H 2.930 -0.215 -0.675
H 3.015 -1.941 -0.906
H 5.517 -0.245 -0.365
H 4.878 -0.526 -1.979
H 5.469 -1.881 -1.022
*
```

Okay, here come the Löwdin numbers, in e, for every atom:
1. C -0.18
2. C -0.29
3. C -0.21
4. C -0.21
5. C -0.13
6. C -0.27
7. O 0.07
8. C -0.59
9. O 0.19
10. O -0.01
11. C -0.67
12. I 1.12
13. H 0.03
14. H 0.04
15. H 0.07
16. H 0.10
17. H 0.08
18. H 0.10
19. H 0.11
20. H 0.11
21. H 0.07
22. H 0.13
23. H 0.11
24. H 0.16
25. H 0.09
26. C -0.09
27. C -0.28
28. N -0.20
29. C -0.25
30. C -0.09
31. C -0.25
32. C -0.07
33. H 0.08
34. H 0.07
35. H 0.06
36. H 0.12
37. H 0.10
38. H 0.11
39. H 0.11
40. H 0.05
41. H 0.07
42. H 0.07
43. H 0.08
44. H 0.11
45. H 0.07
46. H 0.07
47. H 0.06
48. C -0.09
49. C -0.27
50. N -0.20
51. C -0.26
52. C -0.09
53. C -0.24
54. C -0.08
55. H 0.06
56. H 0.08
57. H 0.07
58. H 0.11
59. H 0.10
60. H 0.11
61. H 0.11
62. H 0.05
63. H 0.07
64. H 0.07
65. H 0.10
66. H 0.11
67. H 0.07
68. H 0.07
69. H 0.05



[2]
Formula: C20H43LaO2P3
Source: OMol25
Level of theory: ωB97M-V/def2-TZVPD

As for the calculated total energy: -54233.85752 eV. The calculation puts the gap between HOMO and LUMO at 3.4 eV. As for the HOMO energy: -0.513 hartree.

ORCA input file:
```
! RIJCOSX wB97M-V def2-TZVPD def2/J DEFGRID3
* xyz 3 1
La -0.445 -0.220 1.364
P 1.945 1.250 2.532
P -0.990 2.124 -0.210
P 1.624 -0.571 -0.770
H -1.791 -2.766 1.079
C -0.717 -2.884 0.834
C 0.238 -2.854 1.811
H -0.045 -2.770 2.883
C 1.798 1.820 4.261
C 2.771 2.747 1.874
C 3.372 0.116 2.709
C -2.336 1.703 -1.382
C -1.796 3.455 0.755
C 0.086 3.131 -1.291
C 2.561 -2.142 -0.739
C 2.969 0.597 -1.199
C 0.747 -0.721 -2.372
H -0.514 -3.064 -0.229
H 1.302 -3.046 1.650
H 1.169 1.162 4.867
H 1.367 2.825 4.282
H 2.804 1.856 4.699
H 2.057 3.583 1.876
H 3.132 2.586 0.852
H 3.623 3.006 2.527
H 3.051 -0.820 3.186
H 4.124 0.601 3.348
H 3.814 -0.119 1.734
H -2.676 2.634 -1.866
H -3.171 1.248 -0.835
H -1.986 0.998 -2.146
H -2.162 4.228 0.054
H -1.074 3.895 1.452
H -2.639 3.042 1.327
H -0.524 3.953 -1.703
H 0.492 2.527 -2.112
H 0.915 3.547 -0.704
H 3.077 -2.272 -1.701
H 1.882 -2.984 -0.565
H 3.303 -2.120 0.073
H 3.463 0.259 -2.119
H 3.714 0.642 -0.391
H 2.567 1.608 -1.360
H 1.447 -1.094 -3.132
H 0.339 0.249 -2.695
H -0.084 -1.434 -2.276
C -2.462 -0.851 -5.630
C -3.573 -1.296 -6.380
C -3.813 -2.663 -6.479
C -2.936 -3.579 -5.875
C -1.794 -3.129 -5.206
C -1.531 -1.765 -5.122
O -2.270 0.444 -5.234
H -2.962 0.989 -5.656
H -4.242 -0.568 -6.843
H -4.685 -3.029 -7.024
H -3.143 -4.646 -5.933
H -1.096 -3.829 -4.748
H -0.648 -1.371 -4.635
C -1.481 0.635 5.643
C -0.806 -0.432 4.876
C -0.017 -1.464 5.570
O -0.913 -0.450 3.599
H -1.104 0.647 6.678
H -2.559 0.456 5.677
H -1.313 1.617 5.184
H -0.554 -2.425 5.589
H 0.953 -1.633 5.101
H 0.146 -1.167 6.615
*
```

Okay, here come the Löwdin numbers, in e, for every atom:
1. La 1.64
2. P 0.70
3. P 0.63
4. P 0.67
5. H 0.09
6. C -0.14
7. C -0.12
8. H 0.07
9. C -0.25
10. C -0.25
11. C -0.25
12. C -0.25
13. C -0.26
14. C -0.25
15. C -0.25
16. C -0.25
17. C -0.27
18. H 0.08
19. H 0.08
20. H 0.02
21. H 0.07
22. H 0.07
23. H 0.05
24. H 0.03
25. H 0.08
26. H 0.05
27. H 0.07
28. H 0.03
29. H 0.08
30. H 0.05
31. H 0.04
32. H 0.08
33. H 0.05
34. H 0.05
35. H 0.08
36. H 0.04
37. H 0.05
38. H 0.08
39. H 0.04
40. H 0.06
41. H 0.08
42. H 0.04
43. H 0.03
44. H 0.08
45. H 0.04
46. H 0.04
47. C -0.32
48. C -0.02
49. C -0.06
50. C -0.08
51. C -0.09
52. C -0.05
53. O 0.02
54. H 0.12
55. H 0.12
56. H 0.12
57. H 0.11
58. H 0.10
59. H 0.08
60. C 0.03
61. C -0.39
62. C 0.02
63. O -0.30
64. H 0.12
65. H 0.13
66. H 0.11
67. H 0.14
68. H 0.10
69. H 0.12



[3]
Formula: C20H43LaO2P3
Source: OMol25
Level of theory: ωB97M-V/def2-TZVPD

As for the calculated total energy: -54232.88126 eV. The calculation puts the gap between HOMO and LUMO at 4.5 eV. As for the HOMO energy: -0.541 hartree.

ORCA input file:
```
! RIJCOSX wB97M-V def2-TZVPD def2/J DEFGRID3
* xyz 3 1
La 1.260 -0.208 0.043
P 1.427 1.181 2.727
P -0.202 -2.328 1.189
P -1.259 1.370 0.249
H 1.526 0.726 -3.008
C 1.115 1.729 -2.793
C 1.804 2.613 -2.049
H 2.860 2.424 -1.733
C 3.035 1.068 3.586
C 0.306 0.737 4.101
C 1.314 3.000 2.636
C -0.818 -3.444 -0.164
C 0.865 -3.581 1.989
C -1.678 -2.335 2.268
C -1.357 3.058 -0.460
C -2.252 1.560 1.764
C -2.456 0.510 -0.842
H 0.141 1.974 -3.215
H 1.394 3.617 -1.823
H 3.896 1.257 2.932
H 3.167 0.081 4.049
H 3.010 1.833 4.370
H 0.469 -0.304 4.371
H -0.719 0.864 3.772
H 0.496 1.374 4.960
H 1.988 3.376 1.860
H 1.607 3.422 3.599
H 0.293 3.297 2.398
H -1.246 -4.391 0.217
H -0.024 -3.646 -0.906
H -1.622 -2.844 -0.605
H 0.305 -4.489 2.257
H 1.293 -3.119 2.882
H 1.669 -3.837 1.290
H -1.975 -3.353 2.567
H -2.535 -1.849 1.773
H -1.444 -1.755 3.173
H -2.396 3.306 -0.697
H -0.753 3.119 -1.369
H -0.974 3.775 0.271
H -3.255 1.944 1.548
H -1.771 2.259 2.451
H -2.365 0.602 2.276
H -3.391 1.085 -0.899
H -2.679 -0.504 -0.489
H -2.011 0.436 -1.843
C -3.254 -1.775 -3.281
C -3.735 -2.907 -3.964
C -4.268 -2.671 -5.260
C -4.289 -1.359 -5.816
C -4.029 -0.249 -4.989
C -3.615 -0.466 -3.651
O -2.252 -1.958 -2.311
H -1.771 -2.812 -2.473
H -3.638 -3.878 -3.466
H -4.661 -3.515 -5.831
H -4.556 -1.223 -6.890
H -4.146 0.754 -5.390
H -3.581 0.351 -2.953
C 5.601 -0.519 1.033
C 4.630 0.472 0.543
C 5.037 1.832 0.180
O 3.432 0.076 0.278
H 6.473 -0.009 1.448
H 5.923 -1.119 0.172
H 5.180 -1.191 1.787
H 5.181 1.855 -0.937
H 4.281 2.603 0.449
H 5.999 2.098 0.653
*
```

Okay, here come the Löwdin numbers, in e, for every atom:
1. La 1.62
2. P 0.69
3. P 0.65
4. P 0.68
5. H 0.06
6. C -0.09
7. C -0.06
8. H 0.05
9. C -0.25
10. C -0.24
11. C -0.24
12. C -0.25
13. C -0.26
14. C -0.24
15. C -0.24
16. C -0.26
17. C -0.28
18. H 0.08
19. H 0.08
20. H 0.03
21. H 0.07
22. H 0.07
23. H 0.05
24. H 0.01
25. H 0.08
26. H 0.05
27. H 0.07
28. H 0.03
29. H 0.09
30. H 0.06
31. H 0.01
32. H 0.08
33. H 0.04
34. H 0.05
35. H 0.08
36. H 0.05
37. H 0.04
38. H 0.08
39. H 0.01
40. H 0.05
41. H 0.08
42. H 0.04
43. H 0.03
44. H 0.08
45. H 0.04
46. H 0.03
47. C -0.29
48. C -0.02
49. C -0.04
50. C -0.07
51. C -0.06
52. C -0.04
53. O -0.09
54. H 0.10
55. H 0.12
56. H 0.12
57. H 0.12
58. H 0.11
59. H 0.07
60. C 0.04
61. C -0.39
62. C 0.02
63. O -0.36
64. H 0.12
65. H 0.14
66. H 0.12
67. H 0.15
68. H 0.11
69. H 0.12